# 1
C18H28N5O2Ru | the ωB97M-V functional and the def2-TZVPD basis

Expectation value of S² ... 8.807
Molar mass ... 447.5 g mol⁻¹
Kohn-Sham gap (alpha / beta) ... 6.1 / 5.8 eV
HOMO (alpha / beta) ... -12.17 / -15.24 eV
Energy above the lowest of the compared OMol25 structures with the same formula, charge and spin ... 29.4 kcal per mole
Spin multiplicity ... 6
Total charge ... +2
LUMO level (alpha / beta) ... -6.1 / -9.4 eV

Positions of all 54 atoms, in Å:
Ru 0.063 0.000 0.000
C -1.940 -1.669 2.335
C -2.417 -1.773 0.868
N -1.354 -1.802 -0.139
C -1.853 -1.745 -1.525
C -0.736 -1.291 -2.482
N -0.080 -0.063 -2.009
C -0.498 1.208 -2.605
C -1.940 1.669 -2.335
C -2.417 1.773 -0.868
N -1.354 1.802 0.140
C -1.853 1.745 1.526
C -0.736 1.290 2.482
N -0.080 0.063 2.009
C -0.499 -1.208 2.605
H -2.008 -2.652 2.803
H -2.639 -1.026 2.874
H -3.064 -0.924 0.629
H -3.038 -2.673 0.779
H -0.811 -2.665 -0.020
H -2.688 -1.040 -1.563
H -2.227 -2.721 -1.855
H -1.154 -1.149 -3.484
H 0.021 -2.083 -2.538
H 0.980 -0.115 -2.286
H -0.385 1.154 -3.696
H 0.211 1.968 -2.244
H -2.638 1.026 -2.874
H -2.008 2.652 -2.802
H -3.064 0.923 -0.629
H -3.038 2.673 -0.779
H -0.812 2.666 0.020
H -2.688 1.040 1.563
H -2.228 2.721 1.855
H -1.154 1.149 3.484
H 0.020 2.083 2.538
H 0.979 0.115 2.287
H -0.385 -1.154 3.696
H 0.210 -1.968 2.244
O 2.454 -0.021 -2.303
C 2.911 -0.016 -1.133
N 2.116 0.000 0.000
C 2.911 0.016 1.132
O 2.454 0.021 2.304
C 4.282 0.000 0.716
C 5.494 -0.088 1.404
C 6.678 -0.035 0.704
C 6.678 0.035 -0.704
C 5.494 0.088 -1.404
C 4.282 0.000 -0.716
H 5.489 -0.253 2.475
H 7.624 -0.068 1.224
H 7.624 0.068 -1.224
H 5.489 0.253 -2.474

Löwdin atomic charge list, values in e, 8 entries: 1.544, -0.137, -0.185, -0.123, -0.169, -0.146, -0.253, -0.191


# 2
C2H3N3O3 | the ωB97M-V functional and the def2-TZVPD basis

Molar mass ... 117.1 g mol⁻¹
Kohn-Sham gap ... 8.8 eV
HOMO ... -9.23 eV
Energy above the lowest of the compared OMol25 structures with the same formula, charge and spin ... 142.9 kcal per mole
Spin multiplicity ... 1
Total charge ... 0
LUMO level ... -0.4 eV

Positions of all 11 atoms, in Å:
C 0.253 0.194 1.055
C -0.759 -0.082 0.051
H -0.654 -0.956 2.403
H -0.748 -0.568 -2.742
H -2.438 -1.041 -0.562
N 1.277 0.834 0.594
N -0.024 0.207 -1.161
N -1.792 -0.827 0.224
O 0.030 -0.130 2.281
O 1.158 1.010 -0.833
O 0.143 -0.831 -1.865

Löwdin atomic charge list, values in e, 8 entries: -0.431, -0.283, 0.215, 0.297, 0.076, 0.166, -0.257, 0.171


# 3
C2HF5O | the ωB97M-V functional and the def2-TZVPD basis

Molar mass ... 136.0 g mol⁻¹
Kohn-Sham gap (alpha / beta) ... 7.5 / 7.5 eV
HOMO (alpha / beta) ... -10.05 / -10.05 eV
Energy above the lowest of the compared OMol25 structures with the same formula, charge and spin ... 74.7 kcal per mole
Spin multiplicity ... 1
Total charge ... 0
LUMO level (alpha / beta) ... -2.5 / -2.5 eV

Positions of all 9 atoms, in Å:
C 1.231 1.179 -1.062
C -0.968 -0.874 0.886
O 0.122 -0.458 0.288
F 0.431 1.499 -1.954
F -1.423 -2.000 0.180
F -0.795 -1.311 2.181
F -1.939 0.050 0.973
F 2.106 0.322 -1.351
H 1.235 1.592 -0.141

Löwdin atomic charge list, values in e, 8 entries: -0.088, -0.793, -0.071, 0.311, 0.043, 0.074, 0.102, 0.286


# 4
C17H14BBrN4OW | the ωB97M-V functional and the def2-TZVPD basis

Expectation value of S² ... 2.124
Molar mass ... 564.9 g mol⁻¹
Kohn-Sham gap (alpha / beta) ... 6.6 / 7.1 eV
HOMO (alpha / beta) ... -7.52 / -8.37 eV
Spin multiplicity ... 3
Total charge ... 0
LUMO level (alpha / beta) ... -0.9 / -1.3 eV

Positions of all 39 atoms, in Å:
W 0.499 -0.157 -0.693
Br 0.493 -3.775 -6.990
C -0.014 -4.779 -5.472
C -1.245 -5.416 -5.455
C -1.607 -6.145 -4.336
C -0.765 -6.196 -3.234
C 0.487 -5.595 -3.276
C 0.862 -4.882 -4.400
N -1.224 -7.006 -2.133
N -1.149 -6.643 -0.956
C -0.595 -5.361 -0.608
C 0.462 -5.335 0.266
C 1.118 -4.142 0.613
C 0.661 -2.941 0.107
O 1.216 -1.761 0.311
C -0.500 -2.963 -0.716
N -0.896 -1.735 -1.162
C -1.976 -1.635 -1.913
C -2.737 -2.765 -2.260
C -2.325 -4.009 -1.857
C -1.148 -4.149 -1.085
H -1.902 -5.350 -6.309
H -2.547 -6.677 -4.305
H 1.164 -5.668 -2.440
H 1.829 -4.403 -4.443
H 0.823 -6.275 0.660
H 1.977 -4.157 1.267
H -2.256 -0.638 -2.242
H -3.632 -2.633 -2.847
H -2.905 -4.886 -2.117
C -0.555 0.486 0.817
H -0.956 -0.173 1.591
H -0.811 1.531 0.993
B 2.239 0.075 -2.678
C 1.667 1.314 -1.863
N 1.015 1.951 -1.109
H 3.321 -0.236 -2.275
H 1.412 -0.842 -2.373
H 2.116 0.209 -3.857

Löwdin atomic charge list, values in e, 8 entries: 1.389, 0.750, -0.692, -0.119, -0.036, -0.280, -0.019, -0.106


# 5
C3H6N2O | the ωB97M-V functional and the def2-TZVPD basis

Molar mass ... 86.1 g mol⁻¹
Kohn-Sham gap ... 8.7 eV
HOMO ... -9.30 eV
Energy above the lowest of the compared OMol25 structures with the same formula, charge and spin ... 81.6 kcal per mole
Spin multiplicity ... 1
Total charge ... 0
LUMO level ... -0.6 eV

Positions of all 12 atoms, in Å:
O -0.658 -1.488 -1.953
C -0.586 -0.790 -0.955
N -1.132 -0.931 0.273
C 0.565 0.026 1.100
C 0.266 1.189 0.230
N 0.199 0.394 -0.985
H -1.719 -1.785 0.315
H 1.599 -0.331 0.932
H 0.093 -0.246 2.010
H -0.688 1.666 0.470
H 1.043 1.967 0.124
H 1.018 0.328 -1.560

Löwdin atomic charge list, values in e, 8 entries: 0.034, -0.689, 0.116, 0.113, -0.226, 0.006, 0.097, 0.110


# 6
C3H2ClNO | the ωB97M-V functional and the def2-TZVPD basis

Molar mass ... 103.5 g mol⁻¹
Kohn-Sham gap ... 10.0 eV
HOMO ... -9.73 eV
Energy above the lowest of the compared OMol25 structures with the same formula, charge and spin ... 92.3 kcal per mole
Spin multiplicity ... 1
Total charge ... 0
LUMO level ... 0.2 eV
SMILES string ... [H]/N=C\OC#CCl

Positions of all 8 atoms, in Å:
H 0.902 -0.315 1.141
N 1.094 -0.843 0.478
C 1.229 -0.501 -0.708
O 0.951 0.671 -1.417
C 0.980 1.771 -0.652
C 0.633 2.770 -0.047
Cl 0.765 3.418 1.476
H 1.559 -1.181 -1.500

Computed Löwdin charges, given in elementary charges: -0.046, 0.214, -0.232, 0.015, -0.185, -0.546, 0.649, 0.132


- What is the total charge in the second record?
  0


- What is the formula in the second record?
  C2H3N3O3


- Which of these has the highest molar mass?
  C17H14BBrN4OW